# 1
Below is an isolated molecule of CHF3O3S at a distorted geometry, with properties calculated with ωB97M-V with the def2-TZVPD basis set.

Each line ends with the Löwdin charge.
Positions of all 9 atoms, in Å:
C 0.976 -0.083 -0.152  -0.732
O 2.126 0.066 0.472  -0.156
O 4.280 0.743 -0.739  -0.334
O -0.098 0.429 0.629  0.121
F 1.058 0.464 -1.398  0.111
F 0.728 -1.412 -0.451  0.080
F 4.282 -0.262 1.378  -0.258
S 3.710 -0.386 -0.120  1.057
H -0.774 -0.252 0.641  0.112

E_LUMO ... 0.092 eV
Frontier orbital gap ... 12.1 eV
Multiplicity ... 1
Calculated total energy ... -26182.93115 eV
Relative energy (zero: lowest compared OMol25 entry of this formula, charge and spin) ... 1.2 kcal per mole
Largest force on an atom ... 2.74 eV/Å

---

# 2
Below is an isolated molecule of C6H7NO at a distorted geometry, with properties calculated with ωB97M-V with the def2-TZVPD basis set.

Each line ends with the Löwdin charge.
Positions of all 15 atoms, in Å:
C 2.142 -0.653 -0.142  -0.042
C 0.765 -0.163 -0.358  -0.257
C -0.341 -0.657 0.509  -0.193
C -0.795 1.485 0.176  -0.093
C -1.910 0.897 -0.231  0.006
C -1.760 -0.573 0.027  -0.360
H 2.254 -0.737 0.961  0.100
H 2.216 -1.590 -0.641  0.072
H 2.864 0.101 -0.486  0.088
H 0.462 0.185 -1.338  0.150
H -0.180 -1.369 1.355  0.177
H -0.454 2.529 -0.017  0.136
H -2.877 1.391 -0.560  0.136
N 0.191 0.620 0.740  -0.001
O -2.577 -1.465 0.005  0.080

E_LUMO ... 0.591 eV
Frontier orbital gap ... 10.1 eV
Multiplicity ... 1
Calculated total energy ... -9871.13637 eV
Relative energy (zero: lowest compared OMol25 entry of this formula, charge and spin) ... 35.1 kcal per mole
SMILES string ... C[C@H]1[C@@H]2C(=O)C=CN12
Largest force on an atom ... 3.15 eV/Å

---

# 3
Below is a cluster of 8 separate species, C8H28N14O10 in total at a distorted geometry, with properties calculated with ωB97M-V with the def2-TZVPD basis set.

Each line ends with the Löwdin charge.
Positions of all 60 atoms, in Å:
C 16.451 8.011 9.080  -0.892
O 16.195 8.975 9.903  -0.165
O 17.611 7.886 8.555  -0.110
O 15.547 7.149 8.739  -0.123
C 20.458 10.263 8.584  -0.702
O 21.476 10.952 8.655  -0.037
N 20.135 9.259 9.439  0.155
N 19.501 10.420 7.632  0.158
H 20.621 9.235 10.318  0.086
H 19.400 8.599 9.217  0.047
H 18.699 9.810 7.528  0.080
H 19.727 11.145 6.974  0.090
C 15.755 12.455 10.407  -0.660
O 15.388 12.559 9.229  -0.015
N 15.543 13.482 11.295  0.121
N 16.381 11.420 10.980  0.166
H 15.596 13.313 12.282  0.077
H 15.203 14.393 11.056  0.085
H 16.537 11.414 11.968  0.088
H 16.434 10.547 10.408  0.059
C 18.498 8.187 12.773  -0.693
O 19.167 7.631 13.659  -0.041
N 17.432 7.627 12.174  0.187
N 18.712 9.478 12.414  0.147
H 16.974 8.078 11.387  0.055
H 17.273 6.685 12.485  0.094
H 18.166 9.837 11.650  0.055
H 19.156 10.175 12.979  0.093
C 12.341 8.743 9.245  -0.693
O 11.121 8.929 9.064  -0.064
N 12.911 7.566 9.540  0.138
N 13.209 9.794 9.213  0.165
H 13.876 7.333 9.198  0.059
H 12.314 6.852 9.912  0.088
H 13.024 10.765 9.044  0.086
H 14.200 9.598 9.291  0.057
C 20.144 5.078 8.329  -0.681
O 19.314 4.606 7.549  0.012
N 19.781 5.959 9.285  0.154
N 21.494 5.039 8.075  0.121
H 20.481 6.288 9.920  0.089
H 18.911 6.435 9.027  0.070
H 21.733 4.558 7.223  0.086
H 22.145 5.000 8.839  0.079
C 15.598 4.754 11.162  -0.688
O 15.467 3.602 11.614  -0.052
N 14.674 5.719 11.366  0.159
N 16.694 5.197 10.504  0.172
H 14.754 6.522 10.751  0.057
H 13.870 5.608 11.948  0.093
H 17.415 4.525 10.318  0.101
H 16.580 6.076 10.018  0.047
C 15.921 10.987 5.617  -0.678
O 16.005 9.899 5.044  0.007
N 15.638 12.075 4.838  0.114
N 16.158 11.317 6.914  0.171
H 15.662 12.943 5.345  0.080
H 15.884 11.893 3.881  0.091
H 16.092 10.560 7.578  0.090
H 16.269 12.241 7.278  0.066

E_LUMO ... 4.363 eV
Frontier orbital gap ... 6.8 eV
Multiplicity ... 1
Calculated total energy ... -50096.93849 eV
Relative energy (zero: lowest compared OMol25 entry of this formula, charge and spin) ... 0.0 kcal per mole
Net charge ... -2
Largest force on an atom ... 2.54 eV/Å

---

# 4
Below is a structure of composition C3H4N2OS at a distorted geometry, with properties calculated with ωB97M-V with the def2-TZVPD basis set.

Each line ends with the Löwdin charge.
Positions of all 11 atoms, in Å:
C 1.242 -0.595 0.518  -0.490
C 0.591 -1.556 -0.132  -0.054
C -0.407 0.330 -0.192  -0.750
H 2.583 -1.566 1.404  0.080
H 0.846 -2.592 -0.314  0.108
H -1.015 -1.373 -1.603  0.171
H -1.973 2.402 0.383  -0.077
N -0.457 -0.867 -0.874  0.034
N 0.584 0.561 0.677  0.159
O 2.387 -0.674 1.225  0.090
S -1.811 1.349 -0.591  0.729

E_LUMO ... 0.684 eV
Frontier orbital gap ... 8.7 eV
Multiplicity ... 1
Calculated total energy ... -19037.17196 eV
Relative energy (zero: lowest compared OMol25 entry of this formula, charge and spin) ... 43.3 kcal per mole
Largest force on an atom ... 3.90 eV/Å